No. 1
Density functional theory data (the ωB97M-V functional and the def2-TZVPD basis) for one molecule with the formula C21H23N3O3.

Summary:
LUMO energy ... -0.1 eV
Electronic energy ... -32765.85114 eV
Charge ... 0
Energy above the lowest of the compared OMol25 structures with the same formula, charge and spin ... 0.0 kcal/mol
F_max ... 0.76 eV/Å
HOMO ... -8.532 eV
Frontier orbital gap ... 8.45 eV

Last column: natural (NBO) charge in e.
Geometry (Å):
C 4.66 4.21 -1.21  -0.5999
C 3.85 3.22 -2.04  -0.3868
C 3.81 1.84 -1.38  -0.3972
C 3.00 0.85 -2.21  -0.4019
C 2.87 -0.54 -1.57  -0.2169
N 2.10 -0.50 -0.33  -0.4229
C 0.72 -0.50 -0.51  0.6585
O 0.29 -0.53 -1.66  -0.6648
C -0.11 -0.47 0.67  -0.3445
C -1.59 -0.47 0.58  0.6831
O -2.28 -0.45 1.61  -0.6784
N -2.12 -0.50 -0.66  -0.6055
C -3.45 -0.52 -1.05  0.3787
C -4.53 -0.50 -0.17  -0.2932
C -5.81 -0.51 -0.69  0.0481
C -7.01 -0.49 0.21  -0.6346
C -5.96 -0.54 -2.07  -0.2906
C -4.82 -0.56 -2.86  0.0587
N -3.60 -0.55 -2.37  -0.4553
C 0.46 -0.43 1.93  0.4777
O -0.24 -0.41 3.04  -0.6513
C 1.89 -0.42 2.06  -0.2068
C 2.48 -0.38 3.33  -0.1294
C 3.84 -0.37 3.48  -0.2500
C 4.64 -0.39 2.34  -0.1517
C 4.09 -0.43 1.08  -0.2777
C 2.70 -0.45 0.90  0.2983
H 4.23 4.33 -0.22  0.2016
H 5.69 3.87 -1.11  0.1989
H 4.67 5.19 -1.70  0.2092
H 2.83 3.59 -2.15  0.1973
H 4.28 3.13 -3.03  0.1935
H 3.37 1.94 -0.38  0.1973
H 4.83 1.48 -1.26  0.1878
H 2.00 1.24 -2.38  0.2201
H 3.47 0.72 -3.19  0.2066
H 2.31 -1.18 -2.26  0.2443
H 3.84 -0.99 -1.39  0.1988
H -1.44 -0.52 -1.43  0.4650
H -4.36 -0.47 0.89  0.2499
H -6.71 -0.41 1.25  0.2198
H -7.65 0.35 -0.04  0.2236
H -7.59 -1.40 0.08  0.2248
H -6.94 -0.55 -2.52  0.2136
H -4.89 -0.58 -3.94  0.1921
H -1.22 -0.42 2.77  0.5223
H 1.82 -0.36 4.19  0.2362
H 4.29 -0.33 4.46  0.2193
H 5.72 -0.38 2.44  0.2161
H 4.75 -0.44 0.23  0.2182

***

No. 2
Density functional theory data (the ωB97M-V functional and the def2-TZVPD basis) for C29H32BN9OTc as an isolated structure.

Summary:
<S²> ... 0.756
LUMO energy (spin up / spin down) ... -13.4 / -14.1 eV
Electronic energy ... -48886.06398 eV
Charge ... +4
2S+1 ... 2
F_max ... 0.88 eV/Å
HOMO (spin up / spin down) ... -20.047 / -20.046 eV
Frontier orbital gap (spin up / spin down) ... 6.60 / 5.94 eV

Last column: Mulliken spin population.
Geometry (Å):
Tc -0.36 -1.16 -0.63  0.0011
C 0.00 -2.83 2.58  0.0002
C -0.02 -1.34 2.49  0.0005
C 0.21 -0.45 3.54  0.0033
C 0.01 0.80 3.02  -0.0083
N -0.33 0.68 1.71  0.0204
N -0.34 -0.64 1.39  0.0030
B -0.93 1.79 0.84  -0.0653
N 0.13 2.36 -0.19  -0.0015
C 0.28 3.63 -0.61  0.0023
C 1.15 3.69 -1.69  -0.0010
C 1.57 2.40 -1.93  -0.0001
C 2.37 1.96 -3.10  0.0000
N 0.94 1.58 -1.01  -0.0010
N -2.06 1.22 -0.07  -0.0073
C -3.14 1.85 -0.54  0.0017
C -3.55 1.25 -1.72  -0.0016
C -2.64 0.24 -1.96  -0.0001
C -2.55 -0.70 -3.11  0.0003
N -1.73 0.22 -0.94  0.0042
N -1.56 2.81 1.82  0.3336
C -2.65 2.49 2.67  0.0119
C -2.88 3.54 3.48  0.0722
C -1.89 4.50 3.10  0.2372
C -1.68 5.83 3.64  0.0104
N -1.10 3.99 2.08  0.3039
H -0.28 -3.11 3.59  0.0002
H -0.69 -3.29 1.88  -0.0001
H 1.00 -3.23 2.42  0.0001
H 0.48 -0.71 4.55  0.0001
H 0.08 1.76 3.52  -0.0022
H -0.22 4.43 -0.11  -0.0013
H 1.45 4.57 -2.24  0.0000
H 3.09 2.74 -3.36  0.0000
H 2.90 1.03 -2.97  0.0000
H 1.70 1.86 -3.96  0.0000
H -3.56 2.72 -0.06  -0.0048
H -4.39 1.53 -2.33  0.0000
H -2.43 -0.14 -4.04  0.0000
H -1.70 -1.38 -3.02  0.0000
H -3.47 -1.28 -3.22  0.0000
H -3.16 1.53 2.61  -0.0112
H -3.63 3.65 4.25  0.0016
H -2.33 6.04 4.48  -0.0019
H -0.62 5.97 3.91  0.0456
H -1.82 6.60 2.87  0.0551
O -2.36 -2.40 -0.45  0.0000
C -2.26 -3.77 -0.87  0.0000
C -0.82 -4.16 -0.83  -0.0001
C -0.42 -5.46 -1.10  0.0001
C 0.92 -5.79 -0.98  0.0000
C 1.82 -4.83 -0.53  0.0001
C 1.36 -3.56 -0.27  0.0000
N 0.07 -3.21 -0.47  0.0001
H -3.24 -2.24 -0.08  0.0000
H -2.68 -3.90 -1.87  0.0000
H -2.82 -4.42 -0.19  0.0000
H -1.16 -6.19 -1.39  0.0000
H 1.25 -6.80 -1.19  0.0000
H 2.86 -5.08 -0.36  0.0000
H 2.02 -2.80 0.13  0.0000
C 1.11 0.19 -0.93  0.0009
C 2.48 -0.21 -1.03  -0.0016
C 3.45 0.55 -0.33  0.0002
C 4.78 0.20 -0.38  0.0001
C 5.18 -0.89 -1.15  -0.0005
C 4.24 -1.63 -1.87  0.0001
C 2.90 -1.31 -1.80  -0.0003
H 3.14 1.39 0.28  0.0000
H 5.51 0.78 0.17  0.0000
H 6.23 -1.15 -1.21  0.0000
H 4.57 -2.44 -2.51  0.0000
H 2.19 -1.84 -2.43  -0.0002

***

No. 3
Density functional theory data (the ωB97M-V functional and the def2-TZVPD basis) for a 2-piece molecular cluster, C8H11BrO2S overall in a non-equilibrium geometry.

Summary:
LUMO energy ... -1.4 eV
Electronic energy ... -93440.81448 eV
Charge ... 0
Energy above the lowest of the compared OMol25 structures with the same formula, charge and spin ... 100.0 kcal/mol
F_max ... 3.17 eV/Å
HOMO ... -8.805 eV
Frontier orbital gap ... 7.43 eV

Last column: natural (NBO) charge in e.
Geometry (Å):
C 2.10 -1.34 -0.08  -0.3967
C 1.51 -0.74 -1.38  -0.4073
C 2.45 -0.19 0.87  -0.4235
C 0.55 0.37 -1.18  -0.2685
C 1.23 0.69 0.98  -0.2387
C -0.04 0.37 0.18  -0.0903
C 0.86 1.51 -0.26  -0.1317
C -3.83 -0.76 0.20  -0.7058
O -2.68 1.64 -0.39  -0.9107
O -2.56 0.98 2.04  -0.8975
S -2.47 0.65 0.65  1.9421
Br 0.23 3.37 -0.31  0.0581
H 1.43 -2.04 0.36  0.2135
H 3.10 -1.73 -0.38  0.2151
H 2.33 -0.34 -2.02  0.2041
H 0.93 -1.45 -1.95  0.2178
H 2.65 -0.36 1.98  0.2200
H 3.24 0.31 0.38  0.2139
H 0.10 0.71 -2.10  0.2466
H 1.01 1.07 2.00  0.2432
H -3.65 -1.79 0.52  0.2354
H -4.66 -0.44 0.72  0.2258
H -3.85 -0.49 -0.83  0.2351

***

No. 4
Density functional theory data (the ωB97M-V functional and the def2-TZVPD basis) for a 2-piece molecular cluster, H2O2 overall in a non-equilibrium geometry.

Summary:
LUMO energy (spin up / spin down) ... -1.1 / -0.6 eV
Electronic energy ... -4120.62487 eV
Charge ... 0
Energy above the lowest of the compared OMol25 structures with the same formula, charge and spin ... 87.0 kcal/mol
F_max ... 3.18 eV/Å
HOMO (spin up / spin down) ... -10.402 / -11.014 eV
Frontier orbital gap (spin up / spin down) ... 9.31 / 10.38 eV

Last column: natural (NBO) charge in e.
Geometry (Å):
O 0.75 -0.34 0.13  -0.4243
O 0.16 0.88 -0.14  -0.2146
H 0.55 -1.10 -0.49  0.4554
H -1.46 0.55 0.50  0.1834

***

No. 5
Density functional theory data (the ωB97M-V functional and the def2-TZVPD basis) for one molecule with the formula C5H6N2O2S in a non-equilibrium geometry.

Summary:
LUMO energy ... -0.6 eV
Electronic energy ... -23189.74969 eV
Charge ... 0
Energy above the lowest of the compared OMol25 structures with the same formula, charge and spin ... 91.1 kcal/mol
F_max ... 3.76 eV/Å
HOMO ... -9.809 eV
Frontier orbital gap ... 9.21 eV

Last column: natural (NBO) charge in e.
Geometry (Å):
C 0.83 -0.92 -1.09  -0.3038
C 0.13 -1.14 0.02  -0.1056
C 0.36 0.29 -1.72  0.1179
C -0.79 0.09 0.12  -0.2334
C -0.36 0.83 1.37  0.1603
N -0.59 0.85 -1.04  -0.4363
N 0.58 1.68 1.49  -0.5848
O -2.99 1.89 -0.36  -0.9311
O -0.97 3.32 -0.30  -0.9308
S -1.89 2.54 -1.09  1.6999
H 1.50 -1.59 -1.57  0.2326
H 0.36 -2.11 0.69  0.2631
H 0.48 0.74 -2.66  0.2176
H -1.96 -0.10 0.29  0.3026
H -0.75 0.35 2.29  0.1724
H 0.85 2.22 0.71  0.3593

***

No. 6
Density functional theory data (the ωB97M-V functional and the def2-TZVPD basis) for one molecule with the formula C2H2IN3 in a non-equilibrium geometry.

Summary:
LUMO energy ... -1.0 eV
Electronic energy ... -14671.51558 eV
Charge ... 0
Energy above the lowest of the compared OMol25 structures with the same formula, charge and spin ... 120.2 kcal/mol
F_max ... 4.18 eV/Å
HOMO ... -8.876 eV
Frontier orbital gap ... 7.85 eV

Last column: natural (NBO) charge in e.
Geometry (Å):
C -0.47 -0.67 0.00  -0.4913
C 0.59 -1.57 -0.31  -0.1104
N -0.16 1.64 0.05  0.2460
N 0.10 2.65 -0.42  -0.0838
N -0.35 0.64 0.68  -0.3571
I 2.47 -0.85 -0.02  0.2355
H -1.09 -0.71 -0.82  0.2611
H -1.09 -1.12 0.84  0.3000